--- w ---
{
  "formula": "H31O16",
  "method": "ωB97M-V/def2-TZVPD",
  "homo_ev": -6.60,
  "total_charge": -1,
  "lumo_energy_ev": 1.963,
  "species": ["O", "H", "H", "O", "H", "H", "O", "H", "H", "O", "H", "H", "O", "H", "H", "O", "H", "H", "O", "H", "H", "O", "H", "H", "O", "H", "O", "H", "H", "O", "H", "H", "O", "H", "H", "O", "H", "H", "O", "H", "H", "O", "H", "H", "O", "H", "H"],
  "xyz": [[-1.500, 0.913, -2.871], [4.448, -0.252, 1.014], [0.535, 3.653, -3.081], [3.261, -0.409, -1.006], [-2.269, 0.402, -2.435], [-1.203, 0.334, -3.600], [-2.152, -0.789, 4.086], [3.067, -0.038, -0.224], [0.073, 5.058, -2.862], [0.784, 4.505, -3.303], [0.196, -2.540, 0.015], [2.534, -0.022, -1.519], [4.297, 0.001, 1.966], [-3.413, 0.160, 1.582], [1.810, -0.104, 2.693], [-3.481, 2.695, -1.683], [-2.725, 2.545, -2.537], [-3.099, 2.622, -0.870], [-0.686, 1.895, 0.730], [-1.083, 1.387, 1.539], [-1.325, 1.990, 0.105], [1.496, -2.934, 4.122], [0.515, -3.245, 3.923], [-2.585, -1.090, 3.265], [1.033, 3.254, 0.531], [0.678, 2.897, -0.360], [-3.567, 0.488, 0.817], [3.423, -0.279, 2.429], [-2.703, -0.016, 0.106], [-2.729, -3.277, -1.527], [-1.428, -1.364, 4.350], [-3.056, -2.404, -1.337], [1.107, -0.634, 2.772], [3.337, -2.559, 0.190], [1.286, -0.694, -4.693], [-0.197, -1.768, 0.338], [-1.909, -3.100, -1.880], [-1.209, 0.446, -0.840], [0.452, -0.553, -5.019], [1.262, -1.386, 2.069], [-0.185, -1.221, -4.803], [-1.746, -0.343, -0.848], [0.276, 3.474, 1.138], [1.348, -1.981, 3.629], [3.754, -2.927, 1.087], [-1.072, -1.418, -0.257], [3.473, -2.196, 1.707]],
  "mulliken_charge": [-0.567, 0.342, 0.293, -0.582, 0.463, 0.144, -0.632, 0.265, 0.331, -0.632, 0.196, 0.301, -0.608, 0.167, 0.260, -0.649, 0.357, 0.281, -0.605, 0.259, 0.304, -0.686, 0.317, 0.332, -0.639, 0.310, -0.745, 0.210, 0.442, -0.624, 0.294, 0.356, -0.646, 0.375, 0.296, -0.589, 0.269, 0.303, -0.619, 0.294, 0.319, -1.037, 0.339, 0.500, -0.639, 0.339, 0.238]
}

=====

--- x ---
{
  "formula": "H31O16",
  "method": "ωB97M-V/def2-TZVPD",
  "homo_ev": -6.67,
  "total_charge": -1,
  "lumo_energy_ev": 2.205,
  "species": ["O", "H", "H", "O", "H", "H", "O", "H", "H", "O", "H", "H", "O", "H", "H", "O", "H", "H", "O", "H", "H", "O", "H", "H", "O", "H", "O", "H", "H", "O", "H", "H", "O", "H", "H", "O", "H", "H", "O", "H", "H", "O", "H", "H", "O", "H", "H"],
  "xyz": [[1.257, 3.708, 1.086], [-1.328, 3.395, 2.094], [0.937, 1.731, -0.483], [0.984, -0.639, 0.888], [1.339, 4.476, 0.579], [0.826, 3.002, 0.383], [-3.481, -3.447, 0.284], [1.415, -0.917, 0.108], [-0.471, -0.008, -0.591], [0.043, 1.553, -0.312], [3.907, 0.205, 2.328], [0.725, 0.374, 0.760], [4.088, 0.701, 1.543], [-0.485, -0.957, -2.673], [2.829, 3.404, 3.748], [1.936, 0.148, -1.482], [2.290, -0.496, -2.076], [1.061, 0.280, -1.948], [-5.196, 0.990, -0.548], [-5.731, 1.179, 0.222], [-4.257, 1.206, -0.307], [-3.584, 1.312, 1.339], [-3.130, 2.068, 1.671], [-3.729, -4.149, -0.335], [3.430, -3.324, -3.152], [2.740, -3.928, -2.871], [2.139, -5.093, -1.435], [2.043, -4.341, -0.898], [1.273, -5.146, -1.873], [-1.246, -0.667, -0.922], [-3.577, -2.677, -0.358], [3.365, 0.541, 0.941], [2.213, 3.522, 4.515], [0.648, 2.802, -2.463], [1.280, 3.172, 4.246], [-2.825, -4.597, 3.008], [-1.863, -4.316, 3.170], [-2.791, -4.066, 2.112], [-1.199, 4.024, 2.813], [-0.044, -0.401, -4.122], [-0.249, 4.186, 2.674], [-0.279, -1.092, -3.539], [4.045, -3.161, -2.472], [-2.742, 0.840, 1.081], [1.048, 2.536, -3.288], [-1.470, -1.078, -0.051], [1.815, 3.147, -3.394]],
  "mulliken_charge": [-0.660, 0.311, 0.162, -0.746, 0.257, 0.436, -0.659, 0.344, 0.236, -1.022, 0.297, 0.462, -0.674, 0.391, 0.332, -0.539, 0.299, 0.161, -0.661, 0.272, 0.450, -0.704, 0.321, 0.294, -0.643, 0.373, -0.711, 0.344, 0.349, -0.787, 0.346, 0.378, -0.662, 0.321, 0.333, -0.644, 0.339, 0.332, -0.666, 0.293, 0.326, -0.616, 0.277, 0.331, -0.610, 0.331, 0.308]
}

=====

Which structure is most stable? x, by 376.2 kJ/mol over the runner-up.

=====

--- w ---
{
  "formula": "C3H7N2OS",
  "method": "ωB97M-V/def2-TZVPD",
  "homo_ev": -13.97,
  "total_charge": 1,
  "lumo_energy_ev": -3.867,
  "species": ["C", "C", "S", "C", "N", "O", "N", "H", "H", "H", "H", "H", "H", "H"],
  "xyz": [[-0.020, -0.700, -0.611], [-1.297, 0.084, -0.860], [-2.175, 0.174, 0.689], [-0.538, 0.440, 1.505], [-0.344, 1.653, 2.348], [-0.347, 0.330, 2.875], [0.564, -0.092, 0.671], [-0.262, -1.753, -0.436], [0.686, -0.679, -1.399], [-1.133, 1.178, -1.188], [-1.876, -0.457, -1.568], [0.558, 2.016, 2.321], [1.011, -0.714, 1.297], [1.309, 0.666, 0.740]],
  "mulliken_charge": [-0.500, -0.529, -0.047, 0.523, -0.422, -0.299, -0.121, 0.295, 0.378, 0.321, 0.400, 0.226, 0.341, 0.435]
}

=====

--- x ---
{
  "formula": "C3H7N2OS",
  "method": "ωB97M-V/def2-TZVPD",
  "homo_ev": -13.35,
  "total_charge": 1,
  "lumo_energy_ev": -3.624,
  "species": ["N", "C", "O", "N", "C", "C", "S", "H", "H", "H", "H", "H", "H", "H"],
  "xyz": [[-0.072, -1.434, -1.244], [0.284, -0.815, 0.011], [1.034, -1.730, 0.733], [-0.805, -0.262, 0.673], [-0.962, 0.974, 0.753], [0.055, 1.929, 0.361], [1.390, 0.970, -0.475], [-1.010, -1.777, -1.322], [0.772, -1.953, -1.323], [-0.145, -0.780, -2.085], [1.251, -1.732, 1.638], [-1.920, 1.324, 1.250], [-0.301, 2.773, -0.218], [0.429, 2.512, 1.249]],
  "mulliken_charge": [-0.192, 0.299, -0.508, -0.490, 0.007, -0.459, -0.120, 0.326, 0.344, 0.415, 0.335, 0.376, 0.349, 0.318]
}

=====

Which structure is most stable? x, by 187.0 kJ/mol over the runner-up.

=====

--- w ---
{
  "formula": "C17H29N5O7",
  "method": "ωB97M-V/def2-TZVPD",
  "homo_ev": -8.23,
  "lumo_energy_ev": 0.399,
  "species": ["C", "O", "C", "C", "O", "C", "C", "O", "N", "C", "C", "O", "C", "C", "C", "N", "C", "O", "C", "C", "C", "N", "C", "O", "N", "N", "C", "O", "C", "H", "H", "H", "H", "H", "H", "H", "H", "H", "H", "H", "H", "H", "H", "H", "H", "H", "H", "H", "H", "H", "H", "H", "H", "H", "H", "H", "H", "H"],
  "xyz": [[0.693, -5.782, -1.643], [0.236, -4.680, -0.874], [0.987, -4.517, 0.323], [0.731, -3.149, 0.898], [-0.667, -3.037, 1.138], [-1.136, -1.993, 1.936], [-0.507, -0.606, 1.794], [0.469, -0.341, 1.119], [-1.154, 0.321, 2.552], [-0.763, 1.711, 2.609], [-1.715, 2.618, 1.820], [-3.069, 2.307, 2.111], [-3.492, 2.627, 3.421], [-1.355, 4.094, 2.025], [-0.193, 4.324, 1.066], [-0.437, 3.354, 0.001], [0.340, 3.382, -1.111], [1.236, 4.203, -1.226], [0.085, 2.344, -2.181], [1.039, 1.162, -2.000], [0.976, 0.215, -3.191], [1.799, -0.962, -2.987], [1.416, -2.173, -2.478], [0.129, -2.412, -2.259], [2.428, -2.956, -2.273], [3.571, -2.234, -2.654], [3.155, -1.084, -3.053], [3.889, -0.058, -3.513], [-1.517, 2.428, 0.313], [0.045, -5.858, -2.514], [1.723, -5.615, -1.966], [0.622, -6.705, -1.061], [0.697, -5.302, 1.030], [2.056, -4.600, 0.101], [1.299, -3.051, 1.832], [1.074, -2.377, 0.215], [-2.205, -1.903, 1.730], [-1.032, -2.256, 3.001], [-2.045, 0.072, 2.948], [-0.714, 2.032, 3.653], [0.242, 1.787, 2.193], [-4.543, 2.353, 3.485], [-2.939, 2.071, 4.187], [-3.395, 3.695, 3.632], [-2.218, 4.696, 1.732], [-1.097, 4.338, 3.055], [-0.160, 5.335, 0.663], [0.777, 4.136, 1.533], [-0.952, 2.002, -2.185], [0.283, 2.838, -3.134], [2.058, 1.540, -1.896], [0.799, 0.611, -1.087], [-0.042, -0.137, -3.356], [1.313, 0.715, -4.100], [0.069, -3.268, -1.760], [4.812, -0.342, -3.482], [-1.252, 1.400, 0.067], [-2.448, 2.690, -0.199]],
  "mulliken_charge": [-0.855, -0.449, -0.796, -0.256, -0.266, -0.985, 0.862, -0.668, 0.066, -1.958, 2.043, -0.542, -0.788, -1.140, -0.865, 0.186, 0.349, -0.696, -0.852, 0.478, -1.210, 0.338, 0.181, -0.513, 0.077, -0.975, 0.501, -0.483, -1.109, 0.289, 0.350, 0.297, 0.470, 0.419, 0.480, 0.112, 0.412, 0.354, 0.285, 0.389, 0.577, 0.319, 0.281, 0.291, 0.468, 0.430, 0.410, 0.346, 0.266, 0.576, 0.338, -0.087, 0.400, 0.319, 0.664, 0.373, 0.298, 0.197]
}

=====

--- x ---
{
  "formula": "C17H29N5O7",
  "method": "ωB97M-V/def2-TZVPD",
  "homo_ev": -8.44,
  "lumo_energy_ev": 0.504,
  "species": ["C", "O", "C", "C", "O", "C", "C", "O", "N", "C", "C", "O", "C", "C", "C", "N", "C", "O", "C", "C", "C", "N", "C", "O", "N", "N", "C", "O", "C", "H", "H", "H", "H", "H", "H", "H", "H", "H", "H", "H", "H", "H", "H", "H", "H", "H", "H", "H", "H", "H", "H", "H", "H", "H", "H", "H", "H", "H"],
  "xyz": [[0.199, -4.077, 6.479], [0.105, -3.071, 5.489], [-0.172, -3.597, 4.202], [-0.221, -2.469, 3.208], [1.076, -1.907, 3.126], [1.213, -0.862, 2.183], [2.247, -1.187, 1.117], [2.689, -0.310, 0.400], [2.655, -2.482, 1.070], [3.954, -2.806, 0.521], [4.827, -3.551, 1.537], [4.342, -4.861, 1.787], [4.415, -5.767, 0.703], [6.301, -3.462, 1.115], [6.736, -2.071, 1.599], [5.781, -1.754, 2.661], [5.727, -0.511, 3.205], [6.535, 0.348, 2.896], [4.617, -0.269, 4.213], [4.666, 1.132, 4.797], [3.617, 1.344, 5.881], [2.251, 1.244, 5.386], [1.384, 0.183, 5.435], [1.779, -0.959, 5.990], [0.244, 0.461, 4.891], [0.333, 1.785, 4.434], [1.514, 2.196, 4.747], [2.047, 3.406, 4.524], [4.860, -2.847, 2.892], [0.419, -3.585, 7.423], [-0.746, -4.621, 6.569], [0.999, -4.786, 6.244], [0.609, -4.316, 3.921], [-1.136, -4.118, 4.214], [-0.538, -2.863, 2.234], [-0.932, -1.705, 3.540], [0.263, -0.628, 1.697], [1.540, 0.053, 2.679], [2.298, -3.076, 1.804], [3.871, -3.403, -0.390], [4.425, -1.864, 0.237], [4.154, -6.746, 1.099], [3.711, -5.516, -0.095], [5.424, -5.816, 0.284], [6.855, -4.248, 1.632], [6.452, -3.582, 0.042], [7.760, -2.060, 1.974], [6.674, -1.313, 0.816], [3.653, -0.442, 3.724], [4.682, -1.020, 5.007], [5.652, 1.315, 5.228], [4.537, 1.871, 4.005], [3.718, 0.600, 6.672], [3.730, 2.331, 6.329], [1.143, -1.667, 5.735], [1.376, 3.929, 4.066], [3.883, -2.500, 3.220], [5.238, -3.558, 3.634]],
  "mulliken_charge": [-0.918, -0.506, -0.662, -0.792, 0.108, -0.277, 0.309, -0.691, -0.034, -1.930, 1.464, -0.447, -0.793, -1.188, -0.928, 0.131, 0.436, -0.716, 0.511, -0.654, -1.153, 0.418, 0.374, -0.531, -0.212, -0.854, 0.555, -0.494, -0.244, 0.297, 0.333, 0.337, 0.335, 0.430, 0.419, 0.436, 0.700, -0.093, 0.322, 0.463, 0.622, 0.327, 0.279, 0.316, 0.495, 0.406, 0.393, 0.386, -0.512, 0.427, 0.421, 0.301, 0.398, 0.414, 0.611, 0.383, -0.174, 0.247]
}

=====

Which structure is most stable? x, by 21.3 kJ/mol over the runner-up.

=====

--- w ---
{
  "formula": "C3H3ClS2",
  "method": "ωB97M-V/def2-TZVPD",
  "homo_ev": -9.03,
  "lumo_energy_ev": -1.131,
  "species": ["C", "C", "Cl", "C", "S", "S", "H", "H", "H"],
  "xyz": [[0.653, -1.453, 0.256], [0.438, -0.164, -0.169], [1.875, 0.867, -0.392], [-0.887, 0.448, -0.305], [-2.108, -0.588, -0.407], [-1.317, 2.157, 0.027], [1.633, -1.873, 0.637], [-0.245, -1.977, 0.372], [-0.042, 2.582, -0.019]],
  "mulliken_charge": [-0.633, 0.406, -0.237, 0.244, -0.319, -0.099, 0.256, 0.259, 0.124]
}

=====

--- x ---
{
  "formula": "C3H3ClS2",
  "method": "ωB97M-V/def2-TZVPD",
  "homo_ev": [-8.76, -8.41],
  "lumo_energy_ev": [-0.864, -2.092],
  "species": ["C", "C", "C", "S", "S", "Cl", "H", "H", "H"],
  "xyz": [[1.203, 0.388, -0.347], [2.396, -0.116, -0.402], [-1.726, -0.059, 0.221], [-0.023, 0.278, 1.013], [-2.211, -1.712, 0.697], [3.656, -0.796, 0.234], [0.718, 1.242, -0.926], [-2.430, 0.745, 0.438], [-1.583, 0.030, -0.929]],
  "mulliken_charge": [-0.231, 0.123, -0.517, -0.055, -0.089, -0.121, 0.289, 0.352, 0.249]
}

=====

Which structure is most stable? w, by 336.6 kJ/mol over the runner-up.